Entry from OMol25: a 6-piece molecular cluster, C37H80N6O6 overall (ωB97M-V/def2-TZVPD).

The geometry in XYZ format:
```
129
C37H80N6O6, DFT ωB97M-V/def2-TZVPD
N -3.7511 -20.9895 -16.7619
O -3.8907 -22.2175 -16.8223
O -4.7134 -20.3547 -16.5182
O -2.6903 -20.5205 -17.1531
C -3.1391 -22.9412 -13.7556
C -2.9807 -23.8377 -12.5565
O -3.9578 -24.0107 -11.8034
N -1.6583 -24.6358 -12.4960
H -1.5220 -25.1568 -13.3504
H -0.8549 -24.0309 -12.4018
C -1.7640 -25.8147 -11.4523
H -2.1439 -22.5888 -14.0268
H -3.9237 -22.1846 -13.7491
H -3.2171 -23.5261 -14.6720
H -0.7370 -26.1799 -11.4632
H -2.3574 -26.6026 -11.9160
H -2.2080 -25.6923 -10.4644
C 0.6457 -20.4544 -16.2984
C 0.8223 -21.2046 -17.6450
C 0.4076 -22.7295 -17.4114
C 0.0292 -23.6318 -18.5924
C -1.0259 -22.9499 -19.4550
C -0.6707 -21.4984 -19.8153
N -0.1389 -20.6853 -18.6917
O -0.1691 -19.3305 -18.6697
C -1.9778 -20.8003 -20.4217
C 0.4619 -21.6283 -20.9196
C 2.3252 -21.0711 -18.0338
H -0.4129 -20.3886 -16.0468
H 0.9567 -19.4108 -16.3450
H 1.2242 -20.8031 -15.4429
H -0.3005 -22.7319 -16.5827
H 1.3194 -23.1192 -16.9587
H -0.4187 -24.4960 -18.1020
H 0.8095 -24.1199 -19.1762
H -1.9474 -23.1427 -18.9057
H -1.2107 -23.4915 -20.3827
H -2.8138 -20.8509 -19.7242
H -2.2455 -21.2518 -21.3770
H -1.8803 -19.7387 -20.6490
H 0.2198 -22.2506 -21.7811
H 1.4780 -22.0069 -20.8087
H 0.6032 -20.6602 -21.4001
H 3.0245 -21.5498 -17.3483
H 2.6934 -20.0526 -18.1571
H 2.5926 -21.4541 -19.0187
C -5.5481 -28.9543 -21.0845
C -4.8803 -27.8024 -20.3237
C -4.3227 -26.7905 -21.4019
C -3.6705 -25.5055 -20.8953
C -4.1736 -25.0883 -19.4961
C -5.6327 -25.4363 -19.2899
N -5.7353 -26.9505 -19.3306
O -6.9202 -27.5142 -18.7592
C -6.5142 -24.7941 -20.3029
C -6.0028 -24.9328 -17.8645
C -3.6985 -28.3914 -19.4524
H -4.6991 -29.4705 -21.5326
H -6.3765 -28.5773 -21.6843
H -5.9966 -29.6171 -20.3445
H -5.2007 -26.6619 -22.0349
H -3.6378 -27.3086 -22.0731
H -3.9349 -24.7000 -21.5803
H -2.6012 -25.6231 -21.0709
H -4.1101 -24.0121 -19.3358
H -3.5192 -25.5872 -18.7813
H -7.5380 -25.0413 -20.0225
H -6.4028 -25.1551 -21.3253
H -6.2746 -23.7309 -20.3218
H -5.8624 -23.8577 -17.7526
H -5.3882 -25.4795 -17.1493
H -7.0566 -25.1111 -17.6507
H -3.1038 -28.9461 -20.1781
H -4.1057 -29.0831 -18.7149
H -3.0555 -27.6927 -18.9172
C -6.9838 -22.9539 -13.3093
C -7.1068 -22.4525 -14.6527
C -8.6004 -22.3111 -15.0359
N -8.7684 -21.5419 -16.4083
C -7.8604 -22.0562 -17.6275
C -8.3827 -20.0434 -16.1359
C -9.1575 -19.2715 -17.1473
C -10.2648 -20.1799 -17.6510
C -10.1895 -21.4791 -16.8105
H -7.7905 -22.5282 -12.7126
H -6.0787 -22.5762 -12.8337
H -6.9450 -24.0405 -13.2324
H -6.5594 -23.0330 -15.3953
H -6.6575 -21.4657 -14.7645
H -8.9993 -21.7118 -14.2175
H -9.1718 -23.2293 -15.1720
H -8.1654 -23.0567 -17.9344
H -6.9215 -22.0694 -17.0739
H -7.8918 -21.3131 -18.4242
H -7.2998 -19.9333 -16.1930
H -8.5961 -19.8876 -15.0784
H -8.4462 -18.9093 -17.8896
H -9.5434 -18.3231 -16.7733
H -10.1513 -20.3963 -18.7132
H -11.2598 -19.7468 -17.5478
H -10.5037 -22.3165 -17.4335
H -10.7817 -21.4017 -15.8987
C -10.5884 -13.9335 -13.0598
C -9.2367 -14.5182 -13.6662
C -8.1462 -15.1864 -12.8003
N -6.8979 -15.6849 -13.6518
C -6.1289 -14.5711 -14.3169
C -7.2759 -16.7925 -14.5937
C -6.3547 -17.9718 -14.2508
C -5.3382 -17.4855 -13.2988
C -6.0621 -16.3996 -12.6307
H -10.3917 -13.1578 -12.3197
H -11.0006 -14.7532 -12.4714
H -11.3645 -13.5323 -13.7116
H -8.8096 -13.6375 -14.1458
H -9.4590 -15.2562 -14.4370
H -8.7020 -16.0210 -12.3730
H -7.7765 -14.5570 -11.9908
H -5.7005 -13.8491 -13.6218
H -6.8109 -14.0783 -15.0098
H -5.3253 -14.9882 -14.9239
H -7.1965 -16.4862 -15.6368
H -8.3110 -17.1338 -14.5813
H -5.9286 -18.5856 -15.0444
H -6.8368 -18.7710 -13.6879
H -4.4302 -17.1096 -13.7703
H -4.9017 -18.1879 -12.5888
H -5.4200 -15.7915 -11.9935
H -6.7524 -16.9164 -11.9640
```

Properties
- LUMO energy (alpha / beta) (eV) = -14.01 / -16.22
- HOMO (alpha / beta) (eV) = -20.4 / -20.4
- E (hartree) = -2235.330181
- spin multiplicity = 2
- total charge = +5
- expectation value of S² = 0.76
- orbital gap (alpha / beta) (eV) = 6.350 / 4.137
- molecular weight (u) = 705.1

Entry from OMol25: a 9-piece molecular cluster, C61H138N5O9P2 overall (ωB97M-V/def2-TZVPD).

The geometry in XYZ format:
```
215
C61H138N5O9P2, DFT ωB97M-V/def2-TZVPD
C 2.5904 7.0246 1.1872
C 1.8071 5.6995 1.0724
O 2.2213 4.7374 1.6957
N 0.5382 5.7398 0.1781
H -0.2166 6.2898 0.5626
H 0.7536 6.1852 -0.7024
C 0.0337 4.3509 -0.2020
H 1.8266 7.7986 1.2622
H 2.9021 7.2322 0.1636
H 3.1988 7.1965 2.0752
H 0.8794 3.9294 -0.7455
H -0.7799 4.3842 -0.9266
H -0.2157 3.6902 0.6283
C -0.6269 -3.3361 -1.7709
C -1.0418 -4.2680 -2.9985
O -2.0635 -4.3325 -3.5628
N 0.0863 -5.1353 -3.5958
H 0.0849 -4.9476 -4.5882
H 0.9957 -4.8194 -3.2905
C -0.1500 -6.6253 -3.3453
H -1.3904 -3.4814 -1.0066
H -0.6917 -2.3122 -2.1391
H 0.3619 -3.5288 -1.3547
H -1.0883 -6.7261 -3.8906
H -0.2447 -6.8652 -2.2862
H 0.5453 -7.2477 -3.9086
C -6.8943 1.7563 4.0237
C -5.4235 2.0236 3.7283
O -4.6871 2.5297 4.6387
N -4.8681 1.3389 2.4850
H -4.2233 0.5936 2.7063
H -5.5501 0.7853 1.9866
C -4.0882 2.3051 1.5661
H -6.9604 0.6813 4.1911
H -7.5102 2.1761 3.2284
H -7.1352 2.3285 4.9196
H -4.0844 1.6671 0.6824
H -3.0921 2.5516 1.9339
H -4.6538 3.2366 1.5858
C 0.7560 2.1932 3.1162
C -0.1836 1.8894 4.2598
C -1.0187 3.1172 4.5947
C -0.1885 4.2829 5.2879
N -0.9542 5.5808 5.7030
C -1.4791 6.3756 4.4692
C -0.8457 7.8585 4.7345
C 0.4439 7.5375 5.3928
C -0.0288 6.5515 6.5148
C -2.1633 5.1839 6.4468
H 0.3112 2.6386 2.2263
H 1.2634 1.2581 2.8790
H 1.5727 2.8622 3.3872
H 0.0833 1.4590 5.2250
H -0.8524 1.1215 3.8708
H -1.7261 2.6861 5.3031
H -1.4796 3.4779 3.6752
H 0.7460 4.5866 4.8160
H 0.1522 3.8247 6.2164
H -2.5595 6.4978 4.3922
H -1.0296 6.0432 3.5335
H -1.5327 8.4799 5.3089
H -0.6490 8.3825 3.7992
H 0.8252 8.3483 6.0136
H 1.1519 6.8936 4.8710
H -0.6036 7.1357 7.2334
H 0.8526 6.0832 6.9529
H -2.7774 6.0329 6.7470
H -1.7555 4.6586 7.3104
H -2.7321 4.5608 5.7566
C -6.6345 7.9246 -1.7891
C -6.3674 6.4366 -1.4645
C -5.3223 5.5198 -2.2007
C -5.4172 4.0519 -1.8273
N -4.3819 3.1385 -2.6603
C -4.6856 2.9688 -4.1534
C -5.7672 1.7690 -4.2061
C -5.5659 0.9532 -2.9384
C -4.4974 1.7151 -2.1333
C -2.9600 3.6720 -2.4188
H -6.7493 8.0511 -2.8657
H -5.6576 8.4053 -1.7351
H -7.4720 8.2888 -1.1942
H -7.3070 5.9379 -1.7023
H -6.2775 6.1537 -0.4157
H -4.3291 5.8655 -1.9142
H -5.3935 5.6907 -3.2749
H -6.4238 3.6349 -1.7964
H -5.0556 4.0334 -0.7992
H -3.7800 2.8551 -4.7492
H -5.0373 3.9480 -4.4785
H -5.6831 1.1241 -5.0808
H -6.7571 2.1948 -4.3703
H -5.0009 0.0913 -3.2934
H -6.4767 0.6865 -2.4023
H -3.4753 1.3393 -2.1802
H -4.8681 1.7877 -1.1109
H -3.0426 3.8527 -1.3471
H -2.7776 4.6177 -2.9292
H -2.1026 3.0611 -2.7012
C -2.0977 -0.5424 -6.2898
C -0.8833 -1.4061 -6.2031
C 0.4712 -0.6892 -5.8897
C 0.5817 -0.5325 -4.3155
P 1.9304 0.4475 -3.5175
C 2.6726 -0.2586 -1.9607
C 3.3859 0.8631 -1.1116
C 3.2718 0.6306 0.4199
C 4.2328 -0.5070 0.8615
C 3.3390 0.7035 -4.6411
C 3.9880 -0.5445 -5.5124
C 4.3167 -0.4355 -7.0310
C 4.8256 -1.7943 -7.5406
C 1.2922 2.0776 -3.3751
C 0.7602 2.7113 -4.7183
C 0.7211 4.2710 -4.6239
C 0.6776 4.9825 -5.9990
H -2.2824 -0.1531 -5.2886
H -3.0536 -1.0496 -6.4202
H -1.9600 0.2648 -7.0093
H -0.7415 -1.9465 -7.1391
H -1.1335 -2.1782 -5.4755
H 0.4819 0.2979 -6.3518
H 1.2867 -1.2307 -6.3690
H 0.5749 -1.5991 -4.0910
H -0.2893 0.0169 -3.9582
H 3.3777 -1.0092 -2.3177
H 1.9101 -0.6787 -1.3047
H 2.8925 1.8346 -1.1424
H 4.3982 1.0470 -1.4716
H 2.3031 0.4002 0.8634
H 3.5877 1.5621 0.8896
H 3.8184 -1.4839 0.6124
H 4.3387 -0.4526 1.9449
H 5.1745 -0.4282 0.3182
H 4.0420 1.4013 -4.1863
H 2.7725 1.1178 -5.4751
H 3.2402 -1.3269 -5.3832
H 4.8976 -0.9832 -5.1023
H 5.1148 0.2712 -7.2582
H 3.4442 -0.0973 -7.5900
H 5.1214 -1.8340 -8.5890
H 4.0896 -2.5505 -7.2674
H 5.7694 -1.9575 -7.0203
H 1.9461 2.7818 -2.8606
H 0.4411 1.9583 -2.7047
H -0.1462 2.2396 -5.0977
H 1.5566 2.6319 -5.4582
H 1.6359 4.7109 -4.2269
H -0.1033 4.5003 -3.9487
H 1.2763 4.5665 -6.8093
H 1.0850 5.9929 -6.0329
H -0.3650 4.9815 -6.3168
C 3.0418 -6.5147 7.0174
C 2.9123 -5.1877 6.1630
C 3.2816 -5.3349 4.6612
C 2.4254 -6.4691 3.9779
P 2.5555 -6.5606 2.1612
C 1.8233 -4.9793 1.4185
C 0.6640 -4.4822 2.0641
C 0.4208 -2.9316 1.8665
C 1.3065 -1.9874 2.7003
C 4.2437 -6.7889 1.5240
C 5.3740 -5.7832 1.6693
C 6.4726 -5.9771 0.5661
C 7.8194 -5.2123 0.8566
C 1.4188 -7.8850 1.6201
C 2.0615 -9.0018 0.6569
C 1.2249 -10.2787 0.6199
C -0.2075 -10.1709 -0.0357
H 2.5170 -6.5938 7.9695
H 4.0970 -6.7025 7.2158
H 2.4755 -7.3508 6.6072
H 3.6203 -4.4511 6.5428
H 1.9528 -4.7532 6.4436
H 4.3659 -5.4325 4.6076
H 3.0485 -4.4951 4.0067
H 1.4734 -6.6300 4.4836
H 2.6880 -7.4845 4.2744
H 1.7873 -5.1738 0.3466
H 2.6495 -4.3002 1.6288
H 0.7705 -4.8437 3.0869
H -0.2087 -4.9837 1.6458
H -0.5978 -2.6543 2.1378
H 0.4782 -2.7134 0.8001
H 2.3152 -2.3835 2.5836
H 1.0752 -2.0331 3.7645
H 1.2146 -0.9509 2.3756
H 4.0114 -6.9368 0.4693
H 4.6105 -7.7808 1.7877
H 5.7080 -5.6993 2.7034
H 4.9859 -4.7906 1.4406
H 6.2895 -5.7657 -0.4874
H 6.6686 -7.0479 0.6217
H 8.2523 -5.6977 1.7313
H 7.5444 -4.1624 0.9573
H 8.5390 -5.2672 0.0397
H 0.5391 -7.4752 1.1239
H 0.9421 -8.2886 2.5134
H 2.9918 -9.3373 1.1152
H 2.1729 -8.4648 -0.2851
H 1.3232 -10.7644 1.5907
H 1.8351 -10.9312 -0.0047
H -0.9208 -9.5758 0.5346
H -0.7103 -11.1379 -0.0441
H -0.1662 -9.8861 -1.0870
O -1.1157 -0.3697 0.6672
C -1.0198 0.4721 -0.3540
O -0.6362 0.0154 -1.4140
O -1.4817 1.5766 -0.1074
H -1.5799 0.1436 1.3325
O -2.4282 -1.4290 5.2175
C -3.2198 -1.5156 4.1933
O -4.2189 -2.3121 4.2536
O -3.0256 -0.7894 3.2394
H -1.9185 -0.8794 4.6177
```

Properties
- LUMO energy (alpha / beta) (eV) = -11.98 / -14.72
- HOMO (alpha / beta) (eV) = -20.2 / -20.2
- E (hartree) = -4038.117843
- spin multiplicity = 2
- total charge = +6
- expectation value of S² = 0.75
- orbital gap (alpha / beta) (eV) = 8.242 / 5.508
- molecular weight (u) = 1147.7